Model w:
Density functional theory data (ωB97M-V/def2-TZVPD) for an isolated ion of composition C12H17N2O and charge +1.

Element x y z (Å)
C  2.64270  -1.52530  -0.74158
C  1.73326  -2.62936  -0.63897
C  2.14305  -0.24981  -0.60812
C  0.46910  -2.37783  -0.27902
C  0.79682  0.06297  -0.21249
C  -0.07887  -1.04021  0.01534
C  -0.57804  2.16572  -0.77129
C  -1.56162  1.35964  -1.58397
C  -2.17630  0.13433  0.56697
C  0.54665  1.43954  -0.10630
C  -1.67727  -1.96197  1.59055
C  2.42317  1.77859  1.42605
N  -1.34283  -0.94930  0.54176
N  -2.60222  0.73413  -0.73958
O  1.37561  2.22452  0.55640
H  3.71512  -1.52006  -1.15181
H  1.96280  -3.64845  -0.78906
H  2.71589  0.58201  -1.04632
H  -0.24166  -3.21347  -0.26231
H  -0.11134  2.92077  -1.43630
H  -1.05062  2.79474  -0.15148
H  -1.95890  1.96069  -2.32912
H  -0.89315  0.51366  -2.11008
H  -3.04410  0.00907  1.37103
H  -1.78145  -1.22174  2.47705
H  -2.57251  -2.52009  1.39000
H  -0.92379  -2.56750  2.10115
H  2.30674  2.51422  2.27413
H  3.36676  2.18307  0.88251
H  2.61841  0.65718  1.53574
H  -3.20393  1.36610  -0.32090
H  -3.01744  0.02412  -1.44997

## Properties
HOMO (spin up / spin down) (eV): -9.886 / -10.368
Gap between HOMO and LUMO (spin up / spin down) (eV): 6.04 / 6.95
Charge: +1



Model x:
Density functional theory data (ωB97M-V/def2-TZVPD) for C12H17N2O as an isolated structure.

Element x y z (Å)
C  4.12290  0.89694  -0.00991
C  3.92402  -0.38376  -0.53836
C  2.96125  1.66146  0.22427
C  2.68081  -0.94648  -0.63452
C  1.69668  1.10139  0.11592
C  1.51671  -0.20518  -0.29025
C  -1.59672  1.21432  -0.60185
C  0.17487  -0.69247  -0.63524
C  -0.89009  -0.89887  0.45069
C  -2.53143  2.32800  -0.69029
C  -0.33294  -1.29719  1.77008
C  -1.81853  -2.10541  -0.10817
N  -0.65948  0.87152  -1.41915
N  -1.79812  0.33933  0.42668
O  0.06144  -1.57866  -1.57349
H  5.20488  1.21893  0.21539
H  4.70790  -1.05583  -0.67503
H  2.99882  2.60472  0.74135
H  2.62441  -1.92717  -0.88576
H  0.92015  1.84117  0.28545
H  -2.21856  3.01808  0.18691
H  -3.57918  2.09533  -0.55367
H  -2.37315  2.85340  -1.64989
H  0.57450  -1.87186  1.54082
H  -0.93646  -1.99973  2.26930
H  -0.04319  -0.41536  2.36000
H  -2.29497  -1.87526  -1.06126
H  -2.63543  -2.33020  0.58775
H  -1.29331  -2.96509  -0.31025
H  -0.48677  1.30293  -2.30580
H  -2.66579  0.35541  1.02078
H  0.74412  -1.79290  -2.23109

## Properties
HOMO (eV): -12.798
Gap between HOMO and LUMO (eV): 9.75
Charge: +1



Most stable one: model x, least stable one: model w.



Model w:
Density functional theory data (ωB97M-V/def2-TZVPD) for a 2-piece molecular cluster, C6H12O overall.

Element x y z (Å)
C  0.73830  2.55050  -0.85140
C  0.74319  1.21496  -0.17354
C  0.45313  1.07825  1.12012
C  1.21838  0.06181  -1.00071
H  1.75491  2.81158  -1.15399
H  0.31915  3.32376  -0.21590
H  0.18799  2.51207  -1.79291
H  0.59700  0.13208  1.62894
H  0.18043  1.92852  1.72904
H  1.15358  -0.91270  -0.51675
H  2.23954  0.22390  -1.34756
H  0.61289  -0.00043  -1.91234
C  -1.63745  -3.13512  0.88854
C  -1.42682  -1.75948  0.77609
O  -1.54798  -1.18486  -0.35215
H  -1.43747  -3.62813  1.83138
H  -1.96373  -3.74621  0.05895
H  -1.14912  -1.13868  1.62516
H  -1.03590  -0.33183  -0.34098

## Properties
HOMO (spin up / spin down) (eV): -13.444 / -13.443
Multiplicity: 2
Gap between HOMO and LUMO (spin up / spin down) (eV): 8.87 / 5.17
Charge: +1
Expectation value of S²: 0.756



Model x:
Density functional theory data (ωB97M-V/def2-TZVPD) for a 2-piece molecular cluster, C6H12O overall.

Element x y z (Å)
C  -0.89369  1.91136  -1.06885
C  0.22256  0.80865  -1.18211
C  0.09229  -0.40326  -0.37608
C  1.19993  -0.85035  0.34969
C  -1.40403  -2.36904  -0.54197
C  -1.16659  -1.07496  -0.27236
H  -0.88203  2.33360  -0.06554
H  -1.87575  1.48188  -1.25522
H  -0.72875  2.62649  -1.86716
H  1.14048  1.34491  -0.97113
H  0.18906  0.57981  -2.25337
H  1.28084  -1.74930  0.94126
H  2.08613  -0.27140  0.27254
H  -2.31185  -2.96258  -0.48863
H  -0.63315  -2.99357  -0.99693
H  -1.99966  -0.46020  -0.01012
H  1.64732  0.20441  2.67973
H  1.89421  1.37704  3.65438
O  2.14266  0.46654  3.45187

## Properties
HOMO (spin up / spin down) (eV): -14.716 / -14.711
Multiplicity: 2
Gap between HOMO and LUMO (spin up / spin down) (eV): 9.67 / 6.07
Charge: +1
Expectation value of S²: 0.773



Most stable one: model w, least stable one: model x.



Model w:
Density functional theory data (ωB97M-V/def2-TZVPD) for an isolated ion of composition C3H4NS3 and charge -1.

Element x y z (Å)
C  -0.81113  1.42873  -0.68686
S  0.92623  1.13755  -1.32312
C  1.61445  -0.53412  -0.16632
S  3.20305  -0.59532  -0.38397
N  0.70564  -1.09518  0.44883
C  -0.39809  -1.46656  0.96392
S  -1.08439  -1.03459  2.38421
H  -1.40510  0.44615  -0.66024
H  -1.28921  2.16908  -1.26744
H  -0.47077  1.52160  0.41468
H  -0.99068  -1.97733  0.27631

## Properties
HOMO (eV): -4.240
Gap between HOMO and LUMO (eV): 7.61
Charge: -1
SMILES string: CS/C([S-])=N\C=S



Model x:
Density functional theory data (ωB97M-V/def2-TZVPD) for a 2-piece molecular cluster, C3H4NS3 overall.

Element x y z (Å)
C  -1.23565  0.12833  -0.25104
C  0.92892  1.21539  -0.67444
C  -0.66881  -1.17944  1.34251
N  -0.38798  1.05377  -0.49092
S  -2.81067  -0.03708  -0.76420
S  1.91798  2.43769  -0.03315
S  1.48655  0.26352  -2.11997
H  0.05716  -1.96344  0.90370
H  -0.32539  -0.69834  2.28272
H  -1.72576  -1.37045  1.55781
H  2.76365  0.15005  -1.75300

## Properties
HOMO (eV): -4.133
Gap between HOMO and LUMO (eV): 7.29
Charge: -1



Most stable one: model w, least stable one: model x.



Model w:
Density functional theory data (ωB97M-V/def2-TZVPD) for a 2-piece molecular cluster, C2H6IO2 overall.

Element x y z (Å)
I  -7.18096  2.31971  22.19329
C  -1.37574  3.58296  22.11240
C  -1.58784  4.81495  21.17690
O  -2.86774  4.98965  20.66727
O  -2.09654  3.78173  23.25762
H  -0.33090  3.32041  22.27815
H  -1.88607  2.71123  21.70281
H  -0.88753  4.92223  20.34855
H  -1.36805  5.66151  21.82738
H  -3.45983  5.04898  21.42059
H  -3.02225  3.54986  23.15321

## Properties
HOMO (eV): -3.421
Gap between HOMO and LUMO (eV): 6.70
Charge: -1



Model x:
Density functional theory data (ωB97M-V/def2-TZVPD) for a 2-piece molecular cluster, C2H6IO2 overall.

Element x y z (Å)
I  0.51123  -0.18597  3.48913
C  -0.63501  -0.42371  -0.84742
C  0.53347  0.52550  -0.67077
O  0.31360  1.39031  0.42040
O  -0.65077  -1.47644  0.10571
H  -0.60799  -0.89638  -1.83505
H  -1.55925  0.16634  -0.79238
H  0.63966  1.14572  -1.56897
H  1.45259  -0.05153  -0.52779
H  0.56375  0.90045  1.23075
H  -0.56127  -1.09430  0.99638

## Properties
HOMO (eV): -3.966
Gap between HOMO and LUMO (eV): 7.75
Charge: -1



Most stable one: model x, least stable one: model w.



Model w:
Density functional theory data (ωB97M-V/def2-TZVPD) for C2H2N3P as an isolated structure.

Element x y z (Å)
C  2.39420  -0.00911  -0.27727
C  0.19697  0.73088  -0.35879
N  3.27625  -0.45715  0.25223
N  -0.95618  1.02635  -0.08873
N  1.24061  0.36745  -0.84853
P  -1.87375  -0.40291  -0.21175
H  -2.84026  0.16213  0.66310
H  -1.43784  -1.41764  0.86974

## Properties
HOMO (eV): -9.987
Gap between HOMO and LUMO (eV): 10.22



Model x:
Density functional theory data (ωB97M-V/def2-TZVPD) for one molecule with the formula C2H2N3P.

Element x y z (Å)
N  -1.76490  1.86379  0.59737
C  -1.08599  1.15835  0.03683
P  -0.04777  -0.18965  -1.05075
N  1.38446  -0.10982  -0.25576
C  -0.83246  -1.34556  0.04830
N  -1.45370  -2.01284  0.73564
H  2.23347  0.32084  -0.71789
H  1.56689  0.31490  0.60626

## Properties
HOMO (eV): -11.555
Gap between HOMO and LUMO (eV): 11.28
SMILES string: N#CP(N)C#N



Most stable one: model x, least stable one: model w.



Model w:
Density functional theory data (ωB97M-V/def2-TZVPD) for C7H10S as an isolated structure.

Element x y z (Å)
C  2.50787  -1.10987  0.16750
C  0.09279  0.14804  -0.04285
C  0.43474  1.36824  -1.10432
C  -0.40177  0.56020  1.37034
C  -1.36331  0.39212  0.13424
C  -2.27589  -0.65869  -0.07134
C  -3.18160  -1.45005  -0.44862
H  3.25875  -0.80609  -0.98408
H  2.86457  -2.26938  0.75493
H  2.69269  -0.14889  1.03637
H  1.51472  2.20059  -0.82462
H  0.30773  0.90135  -2.20718
H  -0.46174  2.16132  -0.92274
H  -0.55914  -0.48108  1.95403
H  -0.12541  1.46315  1.97387
H  -1.85376  1.30819  -0.25610
H  -4.14180  -2.20654  -0.16832
S  0.69057  -1.37261  -0.36111

## Properties
HOMO (eV): -8.539
Gap between HOMO and LUMO (eV): 9.19



Model x:
Density functional theory data (ωB97M-V/def2-TZVPD) for C7H10S as an isolated structure.

Element x y z (Å)
C  -1.45173  -0.30551  1.40267
C  -0.58993  -0.16182  0.07864
C  0.25133  -1.44438  -0.22396
C  1.70811  -1.01083  -0.38896
C  1.70226  0.22006  -0.32460
C  0.39698  1.02216  -0.03889
C  0.03440  2.30107  -0.04398
H  -2.28814  -1.04269  1.39241
H  -0.69850  -0.81287  2.29759
H  -1.81629  0.57298  1.86693
H  -0.72067  -0.02773  -2.16729
H  0.09820  -2.18592  0.48547
H  0.00487  -2.14396  -1.09669
H  2.61827  -1.61016  -0.73361
H  2.61472  0.91895  -0.37655
H  0.78876  3.08448  -0.88867
H  -0.81385  2.75388  -0.07755
S  -1.83880  -0.12772  -1.16295

## Properties
HOMO (eV): -8.777
Gap between HOMO and LUMO (eV): 9.48



Most stable one: model x, least stable one: model w.



Model w:
Density functional theory data (ωB97M-V/def2-TZVPD) for one molecule with the formula C4H3F3.

Element x y z (Å)
F  -1.02213  0.58606  1.83423
C  -1.04007  -0.76155  1.64860
C  -0.67102  -1.09903  0.43451
C  0.23614  -0.38203  -0.53865
F  0.57635  -1.20228  -1.57416
C  0.54395  0.87800  -0.52892
F  1.24992  1.75973  -1.30450
H  -1.46885  -1.31574  2.49179
H  -0.59151  -2.32480  0.41229
H  0.40918  1.53655  0.40248

## Properties
HOMO (eV): -9.538
Gap between HOMO and LUMO (eV): 10.20
SMILES string: F/C=C\C(F)=C\F



Model x:
Density functional theory data (ωB97M-V/def2-TZVPD) for one molecule with the formula C4H3F3.

Element x y z (Å)
C  -0.05697  -1.16468  1.10115
C  0.04766  -0.12817  0.06927
C  1.00709  0.96926  -0.67275
F  2.15336  1.31416  -1.12106
C  -0.45845  0.91781  -0.83882
F  -0.89386  0.45226  -2.04740
F  -1.28106  1.98861  -0.56334
H  0.77691  -1.32799  1.79124
H  -0.48412  -2.02232  0.50914
H  -0.81055  -0.99895  1.77257

## Properties
HOMO (eV): -9.478
Gap between HOMO and LUMO (eV): 9.74
SMILES string: CC1=C(F)C1(F)F



Most stable one: model w, least stable one: model x.